No. 1
Computed, not measured: a molecular structure, C6H13N2O4S2 in a non-equilibrium geometry, with the ωB97M-V functional and the def2-TZVPD basis.

Last column: Mulliken charge in e.
Positions of all 27 atoms, in Å:
N 0.04586 -0.82332 1.18649  -0.727
H -3.30636 1.64925 -2.17215  0.366
C -3.43886 0.76411 -1.49842  -0.755
H -4.45650 0.59463 -1.04607  0.351
C 1.45182 0.13674 -0.61254  -0.246
S -1.27503 -1.19509 0.37541  1.356
N 1.94176 0.39799 1.60012  -0.183
H -2.85317 -0.02220 -1.78250  0.344
O -2.41054 -0.25670 0.89859  -0.417
C 3.00970 1.20592 0.94931  -0.562
H 3.93128 0.57827 0.97335  0.296
O -1.19865 -1.19205 -1.05974  -0.609
H 0.62227 0.42031 -1.26525  0.263
H -2.65038 -2.18482 1.84515  0.369
O -3.37598 2.22255 0.82078  -0.513
H 3.38074 1.16350 -1.29648  0.330
C -1.88632 -2.62302 1.22063  -1.083
H -2.45790 -3.29538 0.41468  0.350
H 2.08393 2.29945 -0.44868  0.234
S -2.56746 1.31102 0.08550  1.041
H 2.01782 -0.59652 -1.19880  0.421
C 2.52657 1.30454 -0.47922  -0.517
H 2.93965 2.17274 1.42097  0.346
H 1.96595 0.33719 2.61836  0.253
O -1.16664 1.55504 -0.13864  -0.529
H -1.15630 -3.05154 1.89648  0.388
C 1.06166 -0.10344 0.74666  0.432

Cartesian forces, eV/Å:
-1.8 -0.6 0.0
-0.5 -0.8 0.7
-1.1 3.4 3.1
0.9 0.0 -1.3
1.7 2.5 -2.9
2.8 0.1 0.8
0.3 0.4 -0.4
0.9 -2.3 -1.0
-1.4 1.5 -0.3
0.1 -2.2 0.1
-0.2 1.2 0.6
-0.4 -0.6 0.6
0.1 0.0 0.3
-0.3 -0.1 0.2
0.3 -1.2 0.1
-2.0 0.7 1.9
-1.7 -1.0 -1.8
1.7 1.2 1.9
-0.3 -0.1 -1.2
0.9 0.3 -1.6
-0.6 -0.8 0.9
0.5 -0.4 -1.5
1.1 0.1 0.3
-0.7 -0.3 -0.5
-0.8 0.5 0.0
0.3 -0.4 -0.6
0.1 -1.1 1.8

charge	+1
electronic energy	-1442.9343	Ha
HOMO	-13.8777	eV
gap between HOMO and LUMO	10.745	eV

=====

No. 2
Computed, not measured: a single C6H13N3 molecule in a non-equilibrium geometry, with the ωB97M-V functional and the def2-TZVPD basis.

Last column: Mulliken charge in e.
Positions of all 22 atoms, in Å:
C -2.50094 -2.61405 0.80403  -0.622
H 2.23978 1.94082 0.36722  0.355
H -0.81343 -1.89856 2.64255  0.304
N -1.01979 -0.87570 0.80066  0.582
C 0.63441 1.81975 -1.15858  1.044
H 1.10907 3.19254 0.43350  0.379
H 2.36419 2.95210 -1.07325  0.361
H 0.71396 -1.97244 1.47402  0.275
H 0.27998 -0.49562 2.47594  0.300
H -2.23291 -2.71432 1.83539  0.158
N -2.06022 -1.35009 0.26234  -0.921
C 1.66985 2.57969 -0.29296  -1.456
C -0.20971 -1.33369 1.93986  -0.765
H -3.51554 -2.71744 0.66690  0.358
H 2.13408 0.31578 -1.78353  0.303
N -0.36712 -0.06011 0.00832  0.040
H 0.49687 0.41213 -2.66189  0.305
C 1.36637 0.94733 -2.18038  -1.241
H -2.05619 -3.55887 0.31929  0.247
C -0.26085 1.08014 -0.29326  -0.655
H 1.80856 1.63418 -2.97855  0.386
H 0.21960 2.71644 -1.60763  0.261

Cartesian forces, eV/Å:
2.6 -1.0 -0.6
0.3 -0.6 0.0
0.2 -0.1 -0.2
1.6 1.1 1.5
2.3 0.2 0.3
0.6 0.7 -0.8
-0.4 0.8 1.1
-2.3 1.1 1.4
-0.6 -0.2 -0.6
-0.3 -0.2 0.8
-2.9 -2.0 -0.6
-0.2 -0.8 0.2
2.5 -1.1 -1.2
-2.3 0.0 -0.2
0.2 -0.5 0.3
2.4 -2.3 -0.4
1.5 -0.1 0.1
-1.9 1.5 -2.3
-0.2 1.3 0.2
-1.6 3.8 0.4
-0.4 -1.0 0.9
-1.0 -0.5 -0.5

charge	0
electronic energy	-400.4418	Ha
HOMO (spin up / spin down)	-6.5081 / -6.5157	eV
gap between HOMO and LUMO (spin up / spin down)	7.336 / 6.984	eV

=====

No. 3
Computed, not measured: a single C6H13N3 molecule in a non-equilibrium geometry, with the ωB97M-V functional and the def2-TZVPD basis.

Last column: Mulliken charge in e.
Positions of all 22 atoms, in Å:
C 0.61644 0.32489 0.07396  -0.054
H 2.73786 3.00532 1.85969  0.230
N 1.20858 1.48941 0.36603  -0.389
H -2.02187 -3.08376 -2.37992  0.244
N -0.48307 -0.37279 0.87651  -0.455
H 1.37784 4.27807 2.28940  0.300
C 1.54413 3.31924 1.61568  -0.854
H 0.00695 -3.53063 -2.00052  0.232
N -1.23724 -1.32384 -0.30964  -0.259
H -1.68458 -1.05110 -2.59461  0.225
H -1.25010 0.39480 0.95935  0.355
H 1.21475 -0.04517 -0.84874  0.376
H 0.28301 -0.79605 -1.99414  0.118
H -1.50004 -3.47402 0.60678  0.211
C -0.93781 -2.84913 -1.70602  -0.431
H 0.21266 -2.59148 0.26240  0.341
H -0.40652 2.81898 0.89561  0.188
C -0.76082 -2.71209 -0.09424  -0.425
C -0.74464 -1.34653 -1.97008  -0.177
H -0.00098 1.50485 2.23468  0.316
H 1.40225 3.83780 0.49165  0.239
C 0.42319 2.20322 1.36619  -0.333

Cartesian forces, eV/Å:
2.6 2.2 0.7
-3.7 0.4 -1.0
-4.4 -4.4 -0.9
3.3 -0.2 2.9
-0.8 1.5 -5.4
-0.2 -2.3 -0.8
1.0 3.2 -0.6
-2.5 1.3 -0.3
0.8 1.7 0.9
2.4 0.6 1.1
1.6 -1.7 0.0
-1.5 -0.6 2.1
-2.3 -1.5 -0.9
2.2 2.4 -1.8
1.7 -2.5 -1.6
1.9 -1.0 0.3
0.6 -1.2 0.5
-5.3 -0.5 -1.6
-1.4 0.7 3.3
1.2 1.8 -1.5
1.4 -1.3 2.9
1.4 1.4 1.9

charge	0
electronic energy	-400.3542	Ha
HOMO	-9.0241	eV
SMILES string	CC/N=C\NN1CCC1
gap between HOMO and LUMO	9.870	eV

=====

No. 4
Computed, not measured: a single C6H13N3O2 molecule in a non-equilibrium geometry, with the ωB97M-V functional and the def2-TZVPD basis.

Last column: Mulliken charge in e.
Positions of all 24 atoms, in Å:
H -0.45537 0.65184 -1.15306  0.358
H -0.63925 2.09524 1.39294  0.361
H 1.38421 -0.01778 -1.30859  0.416
C 2.09945 -0.38499 -0.71019  -1.316
N -2.18912 0.51936 0.00162  0.924
C 0.52124 2.74427 -0.36609  -0.780
H 0.37478 -2.42125 -0.19285  0.276
O -2.62338 0.51030 1.15218  -0.584
H 1.63938 0.41188 1.25277  0.395
C 1.46042 -0.48213 0.62710  -0.803
C -0.24473 1.90857 0.39969  -0.441
H 1.02268 3.66068 -0.05332  0.280
N -0.39940 -1.75673 -0.36803  -0.180
H 0.70120 2.52635 -1.41494  0.260
H 1.74416 -1.33492 1.25155  0.508
C -0.08376 -0.69950 0.52467  -0.291
H -2.40731 -2.11016 -0.71443  0.316
N -1.58393 -2.43419 -0.05375  -0.655
O -2.76687 0.16785 -1.01326  -0.580
H -0.49134 -0.79044 1.65199  0.370
H -1.66844 -2.40646 0.99717  0.319
H 2.37132 -1.30196 -1.07970  0.421
H 2.96084 0.28105 -0.71879  0.327
C -0.72678 0.66311 -0.10470  0.098

Cartesian forces, eV/Å:
-0.5 -0.5 -0.3
0.7 0.6 0.3
-2.1 1.5 -2.7
2.0 0.9 2.2
0.1 -1.5 0.6
-0.9 -0.9 1.1
-0.7 0.1 -0.7
-0.4 0.5 -1.2
-0.1 -0.4 -0.3
-1.6 -0.3 1.8
1.2 2.9 0.1
-0.5 -0.2 0.4
1.5 -1.1 0.5
0.0 -0.4 0.1
0.6 0.0 -0.2
-0.3 3.2 1.7
2.2 -0.7 2.6
-1.9 0.1 -0.5
-0.5 0.7 0.6
0.5 -0.1 -2.3
-1.1 0.0 -1.7
0.8 -2.3 -0.9
0.1 -0.1 0.0
0.9 -2.0 -1.1

charge	0
electronic energy	-550.9639	Ha
HOMO	-9.2433	eV
SMILES string	C=C[C@@H]([C@H](CC)NN)[N+](=O)[O-]
gap between HOMO and LUMO	9.390	eV

=====

No. 5
Computed, not measured: a single C6H13N3O2 molecule in a non-equilibrium geometry, with the ωB97M-V functional and the def2-TZVPD basis.

Last column: Mulliken charge in e.
Positions of all 24 atoms, in Å:
H 0.52998 2.87088 -0.35401  0.284
O -2.80222 -0.68996 0.11211  -0.671
H 1.99621 1.85434 -0.49315  0.430
C 0.89985 -2.63503 -0.12272  -0.786
H 1.82367 -0.56802 -1.14351  0.262
H -0.12410 0.56227 -1.69921  0.313
C 0.36550 0.80862 -0.74066  0.584
N 0.95847 -1.30965 0.42562  0.251
C -1.35299 1.69245 0.97550  -1.482
N -1.73597 -0.40041 -0.45217  0.890
H 1.10605 2.43142 -1.92927  0.280
C 0.01439 -1.00521 1.28472  -0.712
H 1.50480 -3.29854 0.51111  0.342
C 1.05972 2.14424 -0.89736  -1.311
H -2.38971 1.56243 0.90857  0.443
H 1.38847 -2.71436 -1.19847  0.265
H -0.90839 1.59786 1.95928  0.213
N 1.36441 -0.19750 -0.29701  -0.616
C -0.85663 0.67259 0.13235  0.219
H 0.34424 -0.28487 1.99462  0.456
H -1.12360 2.72229 0.69354  0.375
H -0.76547 -1.74896 1.58761  0.287
H -0.11886 -2.96069 0.04036  0.303
O -1.17783 -1.10620 -1.29783  -0.619

Cartesian forces, eV/Å:
-0.2 1.2 0.8
0.5 0.5 -0.9
1.4 1.0 0.4
1.6 -1.2 -1.6
0.1 0.3 0.7
1.0 -0.3 0.0
-3.0 -0.5 -0.5
-0.5 -0.1 -1.4
0.0 1.4 0.8
0.9 0.7 1.8
0.2 0.2 -0.5
-1.7 1.7 1.2
0.1 0.2 -0.2
-0.5 -1.6 0.0
-1.8 0.2 1.0
-1.6 0.3 2.1
-0.4 -0.1 0.7
2.4 -0.7 -1.3
2.1 -3.8 -2.0
-0.3 0.6 0.9
0.0 -0.1 -0.4
1.0 0.7 -0.3
-0.2 -0.5 -1.1
-1.1 -0.2 -0.2

charge	0
electronic energy	-550.9119	Ha
HOMO	-7.8453	eV
gap between HOMO and LUMO	8.291	eV

=====

No. 6
Computed, not measured: 2 unconnected molecules or ions with the total composition C6H13N3O2Si in a non-equilibrium geometry, with the ωB97M-V functional and the def2-TZVPD basis.

Last column: Mulliken charge in e.
Positions of all 25 atoms, in Å:
H -1.73902 0.49684 3.31227  0.277
N -0.69504 0.15389 0.05066  -0.042
C 0.21732 0.53400 3.23849  0.206
H 2.71763 1.43963 -1.76488  0.352
H 0.40202 0.23698 -3.68087  0.288
H 0.63890 -2.49010 -0.79845  0.378
C 1.72871 1.36128 -1.20139  -0.962
Si 0.38200 0.04954 -1.20748  0.225
O -1.47413 2.03860 -0.71394  -0.661
C -1.01606 -1.15276 1.98901  -0.227
C 1.25810 -1.60326 -1.04419  -1.263
H 2.08172 -1.78838 -0.28198  0.349
C -0.99478 -0.26292 3.20806  -0.091
N -1.50406 1.15347 0.14061  0.959
H 1.61050 -1.91042 -2.00822  0.340
N 1.12421 1.22467 3.09440  -0.408
H 1.94838 1.64754 -0.08714  0.264
C -0.38881 -0.02309 -2.90390  -1.108
H -0.75617 -1.01249 -3.00085  0.318
H -2.03785 -1.39610 1.55098  0.225
H 1.12776 2.21972 -1.58381  0.265
H -0.98990 -1.01160 4.03458  0.342
O -2.35595 1.18622 1.01911  -0.708
H -1.10271 0.71569 -3.02661  0.387
H -0.18276 -1.80695 1.66555  0.298

Cartesian forces, eV/Å:
-1.3 -0.3 -0.3
-1.0 -2.1 4.2
1.1 0.2 -0.3
-1.4 -0.9 0.6
-0.8 -0.7 1.0
-0.5 0.5 -0.1
0.3 2.0 1.5
3.8 -0.8 -2.7
0.9 0.0 -0.6
-1.4 1.4 -3.3
0.1 -1.7 1.9
-0.6 0.9 -1.0
1.4 -1.1 -0.4
-2.1 1.4 0.0
0.7 0.2 -0.7
-0.2 -0.2 0.3
-0.3 -0.5 -1.9
2.6 0.3 -0.1
-0.6 -0.9 -0.6
1.5 0.2 0.8
0.5 -0.1 0.3
-0.2 0.6 -0.1
-0.3 -0.3 1.0
-1.8 1.2 -0.2
-0.5 0.6 0.7

charge	0
electronic energy	-840.4504	Ha
HOMO (spin up / spin down)	-9.8061 / -9.8050	eV
gap between HOMO and LUMO (spin up / spin down)	7.731 / 7.726	eV

=====

> Which value of charge does entry 1 give?

+1

=====

> charge of number 1 (C6H13N2O4S2)?

+1

=====

> The highest electronic energy belongs to which entry?

number 3